ORCA calculation (ωB97M-V/def2-TZVPD) on 12 unconnected molecules or ions with the total composition C44H97BrI2N2O17P at a distorted geometry.

Summary:
E_HOMO (eV): -11.07
Total charge: +1

Cartesian coordinates (Å):
H1 -1.83490 -4.39204 -1.61714
H2 -6.53846 11.31566 0.03020
C1 -2.54386 -1.47052 -0.69022
C2 -7.79456 9.62412 -0.46112
H3 -2.68999 -6.06147 -1.55306
H4 -2.63571 6.67143 -2.61761
C3 -6.21766 5.39174 -0.31130
H5 6.57564 2.51704 0.37772
H6 1.76075 -11.96067 0.18339
O1 0.00846 -1.93787 -4.88512
H7 -0.15749 -4.31460 -4.07005
C4 -1.88083 -1.64261 0.76777
H8 -4.19187 -5.56430 0.15732
C5 -1.13788 8.70556 -3.02519
H9 10.13603 -5.41158 3.07405
H10 2.31798 -3.56718 0.71222
H11 -5.94955 5.18918 0.73070
H12 -6.40316 -0.03764 2.56121
C6 0.02212 1.07183 2.45768
H13 0.61720 4.52415 -3.03382
C7 10.65330 -3.31543 3.18507
H14 -10.18449 1.46761 6.51352
H15 10.50889 -1.08919 -0.61361
O2 10.98836 0.49908 1.48906
H16 -4.38401 4.62919 -1.15843
C8 -9.24003 0.95240 6.32178
O3 -5.43944 9.57928 0.05346
H17 -2.04909 -2.12041 -1.50875
H18 1.16429 -1.72700 -6.55914
I1 4.44508 -2.02395 3.35895
N1 -1.68084 -3.15912 0.82146
H19 -0.90806 5.31575 -5.40272
H20 -3.11994 -2.64181 3.76358
H21 2.30720 0.35607 -5.75530
O4 -2.66669 -1.79243 3.56066
C9 8.39264 2.66673 1.54201
H22 -7.90211 8.57228 -0.18351
H23 2.83130 -12.23559 -2.07296
H24 -0.54218 7.78817 -3.01409
H25 0.76944 -8.78583 -3.04388
H26 0.45092 5.14845 -6.53640
H27 -5.26988 9.63410 -0.89660
H28 10.41804 -3.20820 4.24831
C10 0.12617 4.97725 -5.50737
H29 -0.01789 -0.43399 -6.28690
C11 0.36176 -5.04473 -3.34802
N2 1.93664 1.31229 4.21539
C12 0.18755 -6.56084 -3.66001
H30 1.09851 -11.88039 -2.24402
H31 -8.73870 10.13854 -0.26660
H32 8.80852 -4.30662 2.65428
H33 2.06092 5.36166 -4.61882
C13 -7.09422 1.66397 1.91806
C14 0.86909 -7.67508 -2.79942
C15 1.99135 -11.09253 -0.44122
H34 2.67731 0.73225 4.63373
C16 1.76170 -0.29202 -5.06524
H35 -7.59436 9.65142 -1.53631
C17 -2.37862 8.54767 -2.17025
H36 -0.19942 -1.58701 2.10996
O5 0.58442 5.47668 -3.19324
H37 6.25760 1.58723 2.46111
Br1 -3.94496 1.38462 -0.92218
O6 6.64881 1.01788 1.78485
H38 -0.40310 -1.36958 -4.21907
C18 -7.83379 1.05479 0.74351
H39 -0.42113 -6.93414 -4.56112
H40 -2.11292 8.34447 -1.12797
P1 -3.21704 -1.14575 2.06089
H41 1.75699 -2.45158 2.05905
I2 -4.03765 -4.32928 -3.23568
H42 9.12051 2.00518 2.01825
C19 7.31488 1.85982 0.84718
H43 -4.35925 6.37228 -0.81232
H44 -2.98250 9.45731 -2.20074
H45 -8.29930 1.55137 8.16670
O7 10.32293 -2.10153 2.51899
H46 0.14301 -10.48342 -0.52442
C20 -2.66027 -4.25021 1.11581
C21 1.22708 -4.51935 -2.14545
O8 -3.31708 0.38978 2.20975
O9 -3.17435 7.47351 -2.65640
H47 2.27866 -10.60768 -2.52447
C22 1.39462 -2.95922 -1.91932
O10 -6.91484 0.68994 2.93930
H48 -3.29080 -4.07735 2.05640
H49 -0.07506 -4.62499 0.51798
C23 11.42717 0.70971 0.15341
C24 3.12151 -1.47486 0.50120
C25 9.88723 -4.47215 2.57490
H50 -0.55753 1.01588 0.30620
H51 -1.41085 8.89603 -4.06673
H52 -1.01225 1.21625 2.91451
C26 -8.10558 1.59582 7.09292
H53 3.93635 -2.09407 -0.03828
H54 2.35701 1.96473 3.53934
H55 2.73048 -0.71548 -0.26120
H56 2.47289 -0.95728 -4.56886
C27 2.05921 -11.48154 -1.90473
H57 0.25548 -0.02973 4.38216
H58 -0.51848 9.53121 -2.66630
H59 -6.47604 3.51494 -0.75592
H60 11.41552 1.78472 -0.04061
C28 0.96373 0.38767 3.56520
H61 10.84069 0.14399 -1.85010
C29 1.89990 -5.63191 -1.26831
H62 -8.80812 0.67332 1.05950
H63 -7.27663 0.20630 0.33335
O11 -7.01552 4.31662 -0.79492
C30 0.70459 -1.09417 -5.79734
H64 9.48713 0.33678 -0.71433
H65 2.94544 -10.67506 -0.11229
H66 1.00103 6.78020 -4.71228
C31 0.54296 -2.25481 0.20337
H67 0.44323 2.13856 2.28813
H68 -6.82060 6.30128 -0.34098
H69 -4.41636 -3.81957 -0.35456
H70 1.52217 -0.53831 3.15240
O12 2.41199 -2.41033 -2.42616
H71 9.37132 -1.96221 2.61938
H72 -9.34795 -0.09849 6.60309
H73 -2.04675 -5.20781 1.32915
H74 2.56209 -5.34414 -0.38875
C32 10.51649 -0.01471 -0.81852
C33 -3.61570 -4.60135 -0.12835
H75 11.00975 -0.45560 1.65645
H76 10.11789 -4.56610 1.51051
H77 3.22207 0.17791 2.01773
H78 7.75129 1.22487 0.07426
C34 0.03689 0.35661 1.02130
H79 7.96088 3.28848 2.33242
H80 -7.98389 2.64550 6.80727
H81 -6.71995 0.95994 5.88402
H82 12.45810 0.35334 0.06169
H83 -4.85104 -2.66212 1.61322
H84 -7.66315 2.49574 2.33820
C35 1.95070 -2.49219 0.93004
H85 -6.85253 10.21623 1.38568
O13 0.98516 -10.10391 -0.24009
H86 11.72880 -3.47396 3.08457
H87 4.83360 -0.28784 1.28427
C36 -6.65904 10.26492 0.31211
H88 2.24972 -7.93936 -0.94809
C37 -2.83164 -4.93095 -1.49030
H89 -6.11113 2.03755 1.61188
H90 8.91485 3.31295 0.83240
H91 1.30676 0.32726 -4.28607
C38 -0.42696 -3.53907 0.52558
O14 -1.58486 0.35997 -1.99332
C39 -4.97911 5.54804 -1.16891
C40 -0.37131 -1.18890 1.03382
H92 -9.03847 0.97557 5.24669
H93 1.13358 0.40134 0.65087
O15 -4.77725 -1.68103 1.64575
H94 -5.25336 5.73778 -2.20940
C41 3.85490 -0.72829 1.71736
H95 -3.64726 -1.82165 -0.67070
O16 0.47496 -2.10700 -1.23203
H96 -7.98387 1.79285 -0.04834
C42 -2.55979 0.02443 -1.25908
O17 -6.88836 0.90800 6.83550
C43 1.02548 5.70428 -4.52746
C44 1.72264 -7.15530 -1.58164
H97 0.13098 3.90063 -5.31158